76
Properties=species:S:1:pos:R:3:forces:R:3:mulliken_charge:R:1 method="wB97M-V/def2-TZVPD" relative_energy_kcal_mol=0.0 total_energy_ev=-83501.402
Os 0.0716 0.5684 -0.5087 -0.072 -0.097 0.045 1.20
O 3.5850 4.5964 -2.9017 -0.010 -0.005 -0.005 -0.56
C 4.3247 3.8204 -2.1291 0.000 -0.013 -0.011 0.36
O 5.5047 3.9959 -1.9756 -0.002 0.004 0.003 -0.58
C 3.6308 2.6905 -1.4364 0.014 0.007 0.012 -0.18
C 4.2494 1.7423 -0.6425 -0.002 0.006 -0.003 0.29
Cl 5.8785 1.5183 -0.2552 0.002 -0.001 0.000 -0.12
N 3.3112 0.8837 -0.1752 -0.016 -0.015 0.011 0.16
N 2.0976 1.2395 -0.6420 0.019 0.029 -0.007 -0.10
C 2.2780 2.3085 -1.3997 0.007 -0.007 0.003 0.35
C 1.0540 2.8045 -2.0894 -0.006 -0.036 -0.047 1.20
O 1.0883 3.7574 -2.8519 0.007 0.012 0.009 -0.85
O 0.0001 2.1097 -1.8216 -0.004 0.052 0.010 -0.25
C 3.5540 -0.3465 0.5260 0.005 0.005 0.003 -0.79
C 3.4549 -1.5379 -0.1697 0.004 -0.003 0.002 -0.07
C 3.6771 -2.7297 0.5053 -0.012 0.002 -0.009 -0.68
C 4.0152 -2.7119 1.8502 0.009 0.004 0.005 -0.64
C 4.1443 -1.5045 2.5258 -0.006 -0.009 -0.001 -0.75
C 3.9124 -0.3106 1.8640 0.005 0.009 -0.010 0.09
H 2.6276 4.3242 -2.9324 0.001 0.010 0.014 0.44
H 3.2028 -1.5253 -1.2213 0.000 0.000 -0.001 0.57
H 3.5876 -3.6687 -0.0254 -0.001 -0.001 0.003 0.46
H 4.1883 -3.6422 2.3748 0.000 -0.001 -0.002 0.45
H 4.4178 -1.4931 3.5722 0.000 0.000 0.000 0.42
H 3.9948 0.6404 2.3741 -0.003 -0.002 0.004 0.49
C -3.3576 3.0211 -2.4851 0.001 -0.001 0.002 -0.99
C -3.8119 3.1843 -1.0403 -0.001 0.003 0.007 -1.21
C -3.7639 1.8790 -0.2116 0.000 0.012 -0.015 2.84
C -4.2504 2.1476 1.2245 0.001 -0.016 0.004 -1.20
C -4.3569 0.8908 2.0787 0.001 0.007 -0.002 -1.09
C -4.6941 0.8635 -0.8651 -0.002 -0.010 0.011 -0.51
O -5.8833 1.0555 -0.9484 0.002 0.003 -0.006 -0.63
N -4.1295 -0.2948 -1.3610 -0.003 0.004 0.013 0.13
C -2.7822 -0.6502 -1.3701 0.020 0.006 -0.082 -0.05
O -2.4032 -1.6780 -1.8757 -0.004 -0.002 0.025 -0.67
N -1.9439 0.2571 -0.7661 -0.070 -0.013 0.051 0.31
C -2.3511 1.3832 -0.1932 -0.057 0.020 -0.010 0.05
O -1.3983 2.0103 0.3357 0.082 -0.004 -0.002 -0.88
H -3.4343 3.9724 -3.0106 0.001 -0.001 -0.003 0.48
H -3.9819 2.3021 -3.0207 -0.003 0.001 0.001 0.27
H -2.3175 2.6977 -2.5479 -0.002 0.002 -0.002 0.08
H -4.8434 3.5365 -0.9994 0.000 0.001 -0.001 0.48
H -3.1855 3.9148 -0.5252 -0.001 0.000 0.001 0.44
H -5.2246 2.6310 1.1461 0.001 0.003 -0.005 0.45
H -3.5584 2.8626 1.6736 0.001 0.000 -0.001 0.44
H -5.1038 0.2034 1.6776 0.001 0.000 0.002 0.36
H -4.6551 1.1437 3.0958 0.002 0.001 0.000 0.46
H -3.4031 0.3634 2.1396 0.004 -0.003 0.003 0.16
H -4.7575 -0.9517 -1.8030 -0.002 0.000 0.001 0.30
C 0.0935 -1.0016 3.2975 0.007 0.015 0.002 -1.76
C -0.4956 0.1689 2.5098 -0.008 0.003 0.000 2.54
C -1.0052 1.2456 3.4668 -0.010 -0.006 0.004 -1.73
C 0.5428 0.7459 1.5380 0.002 0.049 0.017 -1.81
H -0.6534 -1.4442 3.9600 0.000 -0.004 -0.002 0.47
H 0.9256 -0.6568 3.9189 0.001 -0.005 -0.002 0.38
H 0.4682 -1.7757 2.6278 -0.004 -0.003 -0.001 0.17
H -1.3443 -0.2159 1.9374 0.004 -0.002 -0.005 -0.85
H -0.1811 1.6378 4.0692 0.001 -0.001 0.000 0.47
H -1.7522 0.8389 4.1523 0.001 0.005 0.003 0.38
H -1.4499 2.0799 2.9235 0.002 -0.005 -0.007 0.26
H 1.4996 0.2610 1.7028 0.006 -0.008 -0.020 0.38
H 0.6657 1.8217 1.6814 0.008 -0.002 0.011 0.96
Cl 1.2154 -7.6101 -2.2572 -0.001 0.001 0.000 -0.21
C 0.9795 -5.9351 -1.8801 -0.005 -0.001 0.002 0.45
C 0.4796 -5.5865 -0.6330 0.001 -0.002 0.000 -0.90
C 0.2981 -4.2485 -0.3336 0.003 0.002 -0.005 -0.34
C 0.6158 -3.2768 -1.2763 -0.001 -0.003 0.008 0.30
C 1.1082 -3.6395 -2.5243 0.000 -0.001 -0.006 -0.54
C 1.2932 -4.9763 -2.8319 0.005 0.003 -0.001 -0.89
C 0.4577 -1.8593 -0.9305 -0.001 -0.027 0.042 1.40
O 0.7977 -0.9229 -1.7335 0.069 0.015 -0.044 -0.85
O 0.0221 -1.4714 0.1858 0.008 0.014 -0.021 -1.05
H 0.2381 -6.3576 0.0847 0.000 0.001 0.000 0.44
H -0.0890 -3.9454 0.6300 0.000 0.000 0.001 0.46
H 1.3383 -2.8715 -3.2507 0.000 0.001 0.002 0.53
H 1.6724 -5.2794 -3.7974 0.000 0.000 0.001 0.44

6
Properties=species:S:1:pos:R:3:forces:R:3:mulliken_charge:R:1 method="wB97M-V/def2-TZVPD" smiles="O=P(=S)I.Cl" relative_energy_kcal_mol=37.3 total_energy_ev=-42811.496
O 0.0122 -1.7808 -0.6102 1.612 -2.189 0.440 -0.46
P -0.6901 -0.5572 -0.7734 -2.719 4.021 -2.200 0.58
S -0.9820 0.6973 -2.2834 0.745 -1.617 1.873 -0.24
I -2.3091 -0.1067 0.9588 0.432 -0.153 -0.071 0.11
Cl 1.7560 1.3819 0.9088 0.953 -2.322 1.957 -0.28
H 2.2130 0.3656 1.7994 -1.023 2.260 -2.000 0.29

9
Properties=species:S:1:pos:R:3:forces:R:3:mulliken_charge:R:1 method="wB97M-V/def2-TZVPD" relative_energy_kcal_mol=111.9 total_energy_ev=-146967.907
C 0.9797 0.9454 0.5329 -1.749 -1.256 -2.241 -0.85
C -1.0151 -0.4761 -0.8139 -0.043 3.894 0.992 0.56
O -0.8260 -1.4274 -0.0917 0.354 -2.818 1.898 -0.40
F -2.1133 0.3149 -0.5835 0.874 -0.875 -0.344 -0.21
Br 1.0243 -0.2446 1.8308 -0.360 -2.674 2.239 -0.06
Br -0.3527 -0.2614 -2.5172 0.109 -0.160 -0.624 -0.03
H 0.9002 1.8940 0.8908 -0.347 2.568 0.523 0.32
H 1.6583 0.6547 -0.1923 1.343 0.202 -1.399 0.34
H -0.2555 -1.3993 0.9441 -0.181 1.119 -1.044 0.33

69
Properties=species:S:1:pos:R:3:forces:R:3:mulliken_charge:R:1 method="wB97M-V/def2-TZVPD" relative_energy_kcal_mol=132.3 total_energy_ev=-73374.393 charge=+3
C -4.1287 1.6107 -1.9860 -0.160 -0.662 -0.914 -0.68
C -4.8091 0.2012 -2.2439 -0.651 0.797 0.016 -0.36
O -3.8278 -0.7086 -2.8143 -0.234 -0.623 1.275 -0.39
C -3.3708 -1.6413 -1.8504 0.613 -0.352 -0.274 0.46
C -2.6573 -2.8227 -2.6604 -2.120 0.103 -0.902 -0.77
O -1.8512 -3.5697 -1.6878 2.947 1.074 -0.406 -0.30
C -0.5385 -3.4872 -1.9481 0.880 -0.603 0.022 0.17
C 0.0520 -4.1990 -3.1729 2.417 0.938 -0.079 -0.01
C 1.4789 -4.1440 -3.4638 -1.744 1.122 1.930 -0.71
C 2.4213 -3.3855 -2.5494 -2.023 -0.374 0.428 -0.52
C 1.8592 -2.6748 -1.3381 -2.144 -1.149 -1.065 0.06
C 0.4122 -2.7372 -1.0574 2.587 0.225 -0.247 0.26
C -0.0336 -1.9936 0.2637 -0.324 -0.159 -0.576 0.27
O -0.8853 -2.5345 0.9225 0.754 0.719 -0.371 -0.36
C 0.6859 -0.6596 0.6466 1.378 1.237 -0.151 1.19
C -0.0315 0.5169 1.2477 2.241 -0.125 -0.424 0.58
C -1.5651 0.5079 1.5437 -0.011 0.482 -0.377 0.06
C -2.0022 -0.2470 2.8874 -0.743 -1.083 1.270 0.08
N -2.9319 -1.3741 2.5815 0.957 1.095 0.252 -0.60
N -2.7658 0.6447 3.8369 0.189 0.498 -0.326 -0.36
N -0.8870 -0.8106 3.6764 -0.584 0.447 -0.838 -0.67
C 0.8355 1.7343 1.5102 1.145 -1.353 -0.220 0.11
C 0.2750 3.0897 2.0868 1.267 0.336 -1.797 -0.72
Cl -0.7152 2.8859 3.6216 2.149 -0.752 -2.083 -0.15
C -0.5017 3.9507 0.9586 0.298 -0.230 -0.316 0.02
C -0.5835 3.2426 -0.4421 -0.485 -0.094 -0.311 -0.58
Cl 0.4673 5.4944 0.6814 -0.552 -0.907 0.392 -0.13
C 2.2872 1.7494 1.2041 -1.975 -1.739 -0.631 -0.75
C 2.9628 0.5671 0.6089 -0.916 0.101 0.277 0.20
C 4.4854 0.6807 0.2759 -1.835 0.320 -0.626 -0.25
C 4.7991 1.5364 -0.9004 3.188 -0.309 0.637 -0.30
C 6.2505 1.7011 -1.2166 -2.022 -2.332 3.156 -0.50
C 7.1149 0.9567 -0.2614 -0.481 0.525 -0.844 -0.32
C 6.6297 0.0991 0.8644 -0.829 1.395 -1.718 -0.24
N 5.3042 -0.0258 1.1172 1.454 1.005 -1.599 -0.39
C 2.1435 -0.6313 0.3340 -1.145 0.930 0.746 0.62
C 2.7933 -1.8942 -0.3369 -0.841 0.619 -0.367 0.09
O 3.9252 -2.2520 -0.1555 -0.949 0.368 -0.373 -0.41
H -4.6193 2.1630 -1.1424 0.513 -0.479 -0.826 0.30
H -3.0342 1.4167 -1.7976 -1.054 0.322 0.074 0.03
H -4.1958 2.2010 -2.9472 0.117 -0.442 1.221 0.35
H -5.6637 0.2542 -2.9834 1.077 0.113 0.798 0.37
H -5.2529 -0.1969 -1.2877 0.609 0.142 -0.882 0.26
H -4.2099 -2.0957 -1.2540 0.770 0.456 -0.484 0.32
H -2.6140 -1.1836 -1.1369 -0.665 -0.431 -0.653 -0.41
H -2.0683 -2.4371 -3.5382 -0.358 -0.320 1.040 0.41
H -3.4550 -3.5330 -3.0251 0.945 0.775 0.330 0.33
H -0.5957 -4.8048 -3.8668 0.522 0.774 1.056 0.49
H 1.8691 -4.6733 -4.3710 -0.323 0.554 1.116 0.42
H 3.5190 -3.3732 -2.8044 -1.301 0.141 0.497 0.49
H -2.1048 0.0232 0.6776 0.638 0.351 0.882 -0.86
H -1.9600 1.5667 1.5940 0.581 -1.204 -0.055 0.50
H -3.8338 -0.9610 2.3214 0.248 -0.387 0.104 0.35
H -3.0185 -1.8572 3.4884 -0.181 -0.020 -0.714 0.34
H -2.1934 0.8634 4.6561 -0.080 -0.419 -0.321 0.33
H -3.5622 0.1140 4.2003 0.441 0.216 -0.182 0.27
H -0.3996 -1.5420 3.1531 -0.024 0.398 0.268 0.27
H -0.2706 -0.0349 3.9293 0.165 -0.630 -0.059 0.30
H 1.1560 3.7377 2.3716 -1.077 -0.955 0.026 0.72
H -1.5005 4.2916 1.3368 0.910 -0.465 -0.444 0.40
H -1.2059 2.2968 -0.4279 0.630 1.106 0.160 -0.27
H 0.4222 2.9745 -0.8768 -0.944 0.439 0.716 0.25
H -1.0749 3.9465 -1.1655 0.447 -0.612 0.741 0.49
H 2.9033 2.6608 1.4121 -0.740 -0.952 -0.173 0.46
H 4.0132 2.0384 -1.5287 0.809 -0.683 0.970 0.41
H 6.6320 2.3119 -2.0656 -0.292 -0.653 0.904 0.44
H 8.2289 1.0433 -0.3960 -1.307 -0.141 0.198 0.38
H 7.3832 -0.4350 1.4920 -0.929 0.533 -0.501 0.42
Tl -2.3909 3.8472 5.1983 -1.840 0.979 1.630 0.75

51
Properties=species:S:1:pos:R:3:forces:R:3:mulliken_charge:R:1 method="wB97M-V/def2-TZVPD" relative_energy_kcal_mol=53.2 total_energy_ev=-148726.178 charge=-1
Ni -0.3971 -0.1184 -0.8059 -0.855 0.190 -0.049 -0.58
Cl 1.0650 -1.7958 -1.0872 0.431 -0.068 -0.308 -0.05
C 2.6095 -1.9959 -0.2486 0.046 -0.069 0.305 0.78
C 2.6249 -3.0217 0.6791 -0.095 0.030 -0.053 -0.68
C 3.7902 -3.3069 1.3610 0.067 0.009 0.026 -0.67
C 4.9173 -2.5360 1.0939 -0.023 -0.027 -0.001 -0.65
C 4.8662 -1.5100 0.1754 -0.089 -0.056 0.019 0.42
Cl 6.3312 -0.6053 -0.0742 0.004 0.023 -0.014 -0.24
C 3.6994 -1.1582 -0.5651 -0.026 0.082 -0.095 -0.30
S 3.6253 0.1171 -1.6932 0.035 -0.031 0.011 -0.32
H 1.7223 -3.5884 0.8676 0.013 -0.023 -0.026 0.24
H 3.8218 -4.1035 2.0917 0.013 -0.002 -0.004 0.37
H 5.8506 -2.7344 1.6041 0.001 0.027 0.009 0.39
Cl -4.5507 2.3455 -1.8109 -0.016 -0.030 0.027 -0.24
C -4.3539 0.8493 -0.9577 0.007 0.048 -0.040 0.24
C -5.4875 0.1899 -0.4595 0.024 -0.008 0.007 -0.67
C -5.3810 -0.9858 0.2306 -0.043 0.017 -0.005 0.67
Cl -6.8187 -1.7599 0.8496 0.044 0.010 -0.019 -0.29
C -4.1145 -1.5718 0.4513 0.010 -0.050 0.023 -0.15
C -3.8637 -2.7693 1.1576 -0.018 0.015 0.006 -0.76
C -2.5792 -3.2095 1.3101 0.009 0.029 -0.012 -0.89
C -1.5208 -2.4721 0.7468 -0.105 -0.016 0.039 0.72
N -1.7297 -1.3675 0.0740 0.366 -0.038 -0.068 -0.12
C -2.9959 -0.8992 -0.0722 0.038 -0.025 0.034 0.67
C -3.0716 0.3414 -0.7808 -0.025 0.015 0.014 -0.24
O -1.9811 0.8966 -1.1873 0.183 0.003 0.174 -0.23
H -6.4612 0.6303 -0.6241 0.003 0.012 -0.004 0.44
H -4.6953 -3.3200 1.5764 0.004 -0.004 -0.002 0.41
H -2.3606 -4.1183 1.8530 0.003 0.004 0.005 0.43
H -0.4930 -2.7928 0.8486 -0.005 0.004 -0.005 -0.10
N 0.1700 2.9603 2.4935 -0.026 0.170 0.097 -0.63
C 1.2798 2.0763 2.8392 0.022 0.094 0.009 -0.27
C 1.1192 0.7060 2.2070 -0.105 0.023 -0.233 0.29
O 1.9198 -0.1739 2.3139 0.036 -0.092 0.059 -0.58
O -0.0203 0.5571 1.4998 -0.062 -0.206 0.482 -0.13
H -0.0062 3.6396 3.2195 -0.030 -0.061 0.056 0.23
H -0.5509 1.3659 1.6545 0.080 0.178 -0.077 0.34
H 0.3735 3.4637 1.6369 -0.082 -0.044 0.162 0.19
H 1.3148 1.9128 3.9165 -0.009 0.044 0.018 0.47
H 2.2591 2.4482 2.5302 0.016 -0.040 0.011 0.24
F -0.0543 -0.0249 -3.7010 -0.010 0.064 0.055 -0.36
C 0.4025 1.1216 -3.1502 0.084 0.054 -0.039 0.79
C 0.5011 1.2374 -1.7765 -0.230 -0.226 -0.276 -0.12
C 0.9516 2.4458 -1.3155 0.136 0.101 0.063 0.28
F 1.0895 2.6759 0.0240 0.077 -0.070 -0.398 -0.24
C 1.3075 3.4960 -2.1440 0.059 0.007 0.083 -0.06
F 1.7476 4.6606 -1.6330 -0.019 -0.065 -0.035 -0.34
C 1.2055 3.3389 -3.5103 0.016 0.022 -0.079 0.76
F 1.5440 4.3420 -4.3376 -0.023 -0.062 0.054 -0.34
C 0.7454 2.1364 -4.0203 0.052 0.022 -0.091 0.21
F 0.6324 1.9848 -5.3507 0.013 0.013 0.086 -0.33

18
Properties=species:S:1:pos:R:3:forces:R:3:lowdin_spin:R:1 method="wB97M-V/def2-TZVPD" multiplicity=2 relative_energy_kcal_mol=13.7 total_energy_ev=-9342.281 charge=-1
N 0.4254 -0.2329 2.2553 -1.052 -0.564 -0.814 0.01
C 1.1823 -0.8699 1.1268 0.551 0.427 0.677 0.02
C 0.3034 -1.3440 -0.0086 0.067 0.527 -0.090 0.08
N -0.4438 -0.2522 -0.6395 -0.176 -0.709 0.400 0.04
H -0.0692 -0.9860 2.7439 0.502 -0.019 0.157 0.00
H -0.3914 0.1334 1.7509 0.161 0.339 0.189 0.00
H 1.8167 -1.6557 1.5484 -0.260 -0.219 -0.055 0.00
H 1.9004 -0.1267 0.7671 -0.193 0.095 -0.144 0.00
H 0.9391 -1.8085 -0.7668 -0.050 -0.269 0.085 0.03
H -0.4031 -2.0844 0.3865 0.107 -0.190 -0.085 0.01
H -0.2646 0.6759 -0.2841 0.302 -0.016 -0.331 0.01
H -0.3781 -0.3419 -1.6452 -0.234 0.562 -0.204 0.04
H -0.1747 1.9180 2.2726 0.279 -0.016 -0.121 0.00
H -0.1010 3.4308 2.2725 0.010 0.170 -0.038 0.00
O -0.2154 2.6835 1.6810 -0.118 -0.073 0.195 0.01
H -0.5524 -0.3461 -4.7772 -0.066 -0.004 -0.094 0.14
H -1.9245 -0.3142 -4.0702 -0.119 -0.004 -0.154 0.13
O -0.9686 -0.3797 -3.8928 0.288 -0.037 0.428 0.47